19
Properties=species:S:1:pos:R:3:forces:R:3:mulliken_charge:R:1 method="wB97M-V/def2-TZVPD" e_lumo_ev=-3.502 spin_multiplicity=1 total_charge=+1 homo_energy_ev=-13.51
C 0.2225 2.2212 -0.7119 -0.41 2.64 1.33 -1.169
C 0.2202 -2.3403 -1.0229 -0.96 -1.92 0.21 -0.787
C -0.5623 1.0064 -0.3401 2.19 -3.60 0.18 -0.127
C 0.6748 -0.1543 0.6085 -2.49 1.25 -0.98 -0.337
N 0.5410 0.0389 1.9872 0.50 0.95 -5.19 -0.405
N 0.0223 -1.7439 0.3242 -1.63 2.03 -0.44 -0.226
I 2.7041 0.1761 -0.0179 -0.62 -0.91 0.05 0.247
H -0.4221 3.2080 -0.8050 0.89 -2.21 -0.10 0.336
H 0.8641 2.4880 0.2086 -0.66 -0.40 -1.56 0.327
H 0.8304 2.1160 -1.6075 0.01 0.01 0.14 0.337
H 1.0396 -3.1031 -0.8287 -1.40 0.52 -1.03 0.334
H -0.8122 -2.7119 -1.5049 2.61 0.46 1.32 0.304
H 0.6123 -1.5727 -1.6344 0.42 0.71 -0.85 0.307
H -1.1722 1.1585 0.5127 -1.07 0.25 0.47 0.391
H -1.0547 0.3182 -1.1475 0.97 1.58 1.42 0.294
H -0.3275 0.3241 2.2333 -2.82 0.83 1.70 0.178
H 1.1453 -0.4268 2.5330 2.25 -1.60 2.83 0.219
H -1.0271 -1.6712 0.5485 2.11 0.03 -0.15 0.389
H 0.4683 -2.2867 1.0322 0.11 -0.61 0.66 0.386

---

11
Properties=species:S:1:pos:R:3:forces:R:3:mulliken_charge:R:1 method="wB97M-V/def2-TZVPD" e_lumo_ev=0.060 spin_multiplicity=1 homo_energy_ev=-8.00
C -1.0686 0.9355 -0.6276 -0.31 -1.17 0.91 -0.380
C 2.4537 2.7655 -1.1899 1.13 1.17 -0.29 0.029
C -0.3627 -0.0141 0.0307 -0.21 1.13 -0.61 0.425
C 1.0413 1.2949 -1.1658 0.50 -1.48 -0.37 -0.083
N 0.9631 0.2425 -0.3096 -0.33 0.28 -0.05 0.050
O -0.1944 1.7056 -1.3390 -0.21 0.23 -0.10 -0.243
O 2.9085 2.9508 -2.2331 -0.27 -0.14 0.52 -0.238
O -0.7611 -0.9814 0.8644 0.11 -0.28 0.18 -0.477
H -2.1121 1.1529 -0.6856 -0.19 0.05 0.01 0.425
H 1.7657 -0.2620 0.0326 0.01 0.11 -0.15 0.176
H -0.0191 -1.5579 1.0936 -0.23 0.10 -0.04 0.317

---

63
Properties=species:S:1:pos:R:3:forces:R:3:mulliken_charge:R:1 method="wB97M-V/def2-TZVPD" e_lumo_ev="-3.768 / -3.535" spin_multiplicity=3 s_squared=2.018 total_charge=+1 homo_energy_ev="-11.55 / -11.58"
Mo -0.5763 -1.3239 0.7793 0.84 -0.09 0.96 0.849
C 1.4532 -1.6403 0.4161 -0.10 -0.02 0.02 -1.089
Si 2.0756 0.0429 -0.1038 -0.05 0.13 0.02 -0.046
C 0.7614 1.2310 0.6387 -0.36 0.04 -0.09 -1.121
N -0.6758 0.7796 0.4738 -0.03 0.09 -0.23 0.784
C -1.6042 1.5207 1.3817 0.14 -0.06 -0.13 -0.437
C -1.8699 2.9516 0.9334 -0.04 0.01 0.03 -0.713
C -2.2022 3.0351 -0.5720 -0.02 -0.02 0.02 -0.634
C -2.3890 1.6431 -1.1713 0.01 0.07 0.04 -0.948
C -1.1112 0.8495 -0.9755 -0.06 0.01 0.12 0.159
C 2.1223 0.2023 -1.9545 0.01 -0.12 -0.14 0.931
C 2.0917 1.4548 -2.5765 0.02 0.07 0.00 0.043
C 2.2235 1.5793 -3.9510 -0.01 -0.01 0.02 -0.697
C 2.3947 0.4436 -4.7331 0.00 -0.01 -0.02 -0.502
C 2.4402 -0.8079 -4.1372 -0.02 0.00 0.05 -0.722
C 2.3063 -0.9260 -2.7582 -0.05 0.05 -0.10 -0.387
C 3.6653 0.5623 0.6867 0.11 -0.03 0.10 0.561
C 4.5275 -0.3615 1.2800 0.02 -0.01 0.03 -0.202
C 5.7319 0.0465 1.8383 -0.02 -0.02 0.00 -0.693
C 6.0867 1.3868 1.8122 0.01 0.02 0.00 -0.466
C 5.2418 2.3206 1.2254 -0.04 -0.01 -0.01 -0.704
C 4.0412 1.9093 0.6655 0.09 0.02 0.02 -0.161
H 1.9411 -1.9950 1.3294 -0.07 -0.03 -0.01 0.264
H 1.5768 -2.4038 -0.3570 -0.03 0.01 0.01 0.627
H 0.8437 2.2506 0.2491 0.02 0.00 0.00 0.584
H 0.9711 1.2842 1.7093 -0.07 0.02 0.05 0.564
H -1.1608 1.4856 2.3747 0.01 0.03 0.06 0.525
H -2.5332 0.9553 1.4240 0.03 0.01 -0.04 -0.333
H -1.0224 3.5917 1.1816 0.00 -0.02 -0.02 0.287
H -2.7062 3.3130 1.5341 0.01 0.03 -0.01 0.497
H -1.3893 3.5343 -1.1058 0.00 -0.01 0.00 0.294
H -3.0922 3.6407 -0.7364 0.00 -0.01 0.01 0.407
H -2.5792 1.7013 -2.2433 -0.02 0.01 0.00 0.495
H -3.2443 1.1320 -0.7243 -0.02 -0.01 0.02 0.239
H -0.3078 1.2957 -1.5537 0.10 0.04 -0.03 -0.072
H -1.2300 -0.1714 -1.3755 0.00 -0.08 0.01 0.154
H 1.9773 2.3591 -1.9832 -0.01 -0.04 -0.02 0.238
H 2.2001 2.5590 -4.4122 0.00 -0.03 0.01 0.426
H 2.4996 0.5370 -5.8067 0.00 0.00 0.03 0.398
H 2.5834 -1.6934 -4.7440 0.00 0.03 0.02 0.424
H 2.3543 -1.9150 -2.3150 0.01 0.04 -0.02 0.243
H 4.2646 -1.4146 1.3094 0.01 0.05 -0.01 0.337
H 6.3921 -0.6814 2.2935 -0.02 0.02 -0.02 0.406
H 7.0250 1.7063 2.2479 -0.02 -0.01 -0.01 0.390
H 5.5215 3.3662 1.2019 -0.01 -0.02 0.00 0.415
H 3.4017 2.6543 0.1994 0.02 -0.03 0.02 0.173
Br -5.0814 0.4078 1.7455 -0.02 0.03 0.00 -0.080
C -4.9701 -1.3736 1.1073 -0.04 -0.04 0.01 0.361
C -6.1696 -2.0527 0.9223 0.00 0.02 0.00 -0.716
C -6.1104 -3.3616 0.4894 -0.05 -0.05 -0.03 -0.338
C -4.8681 -3.9391 0.2704 -0.10 -0.02 0.00 -0.771
C -3.7482 -3.1656 0.4865 0.19 -0.03 0.10 0.804
N -3.7765 -1.8880 0.8944 0.03 0.04 -0.04 0.045
C -2.4076 -3.8121 0.2891 0.38 0.75 0.04 -0.207
O -2.2445 -4.9466 -0.0171 -0.03 -0.32 -0.01 -0.546
O -1.3645 -2.9623 0.4775 -0.78 -0.77 -0.66 -0.543
H -7.1091 -1.5591 1.1215 0.01 0.00 0.00 0.426
H -7.0198 -3.9267 0.3324 0.02 0.01 0.01 0.442
H -4.7467 -4.9633 -0.0532 -0.02 0.03 0.01 0.495
I 0.1214 -3.2974 3.5647 -0.01 0.08 -0.01 0.085
C -0.4357 -1.3478 2.8724 0.04 0.04 -0.15 -1.334
H 0.3145 -0.6693 3.2776 0.00 0.07 0.00 0.498
H -1.4055 -1.1337 3.3242 -0.03 0.06 -0.03 0.589

---

| no. | DFT total energy (eV) | M (g/mol) |
| --- | --- | --- |
| 1 | -15414.3478 | 215.1 |
| 2 | -11825.7774 | 113.1 |
| 3 | -122378.4788 | 732.4 |